Record 1
12
Properties=species:S:1:pos:R:3:lowdin_charge:R:1 method="wB97M-V/def2-TZVPD" homo_ev=-9.0 energy_ha=-535.00312 max_force_ev_per_a=3.0 gap_ha=0.3503
C -1.48878 -0.62951 -1.41803 -0.337
P -0.77164 -0.95466 0.09968 0.831
C -0.96762 0.71481 0.79631 -0.404
H -1.52038 -1.48204 -2.08386 -0.035
H -1.93396 0.27250 -1.78914 -0.012
H -1.82683 0.79919 1.38779 -0.003
H -0.05395 0.99823 1.33720 0.018
H -1.17822 1.48143 0.02132 0.042
C 2.44410 -0.36622 0.42084 -0.181
O 2.10592 0.13873 -0.62772 -0.059
H 1.70210 -0.91116 1.10853 0.046
H 3.48927 -0.06130 0.74709 0.093

---

Record 2
15
Properties=species:S:1:pos:R:3:lowdin_charge:R:1 method="wB97M-V/def2-TZVPD" homo_ev="-7.3 / -7.4" energy_ha=-768.03998 max_force_ev_per_a=3.2 gap_ha="0.2891 / 0.2722"
C 0.10495 1.63187 0.10890 -0.115
C -1.27126 1.58567 -0.16815 -0.097
C 0.95713 0.69609 0.40593 -0.021
C -2.63566 -0.51791 0.13917 -0.624
C 2.16497 -1.31160 -0.42255 -0.116
C 1.72770 -0.32935 0.61635 -0.190
O -2.32858 0.73832 -0.00464 -0.113
Cl -4.30943 -0.85906 -0.07613 0.623
H 0.43533 2.56236 -0.14535 0.080
H -1.72029 2.42811 -0.74569 0.130
H 1.40173 -2.26476 -0.29696 0.137
H 3.23784 -1.59513 -0.29945 0.075
H 2.15688 -0.87081 -1.36724 0.037
H 2.15149 -0.56366 1.61806 0.111
H -2.07279 -1.33013 0.63774 0.083

---

Record 3
83
Properties=species:S:1:pos:R:3:lowdin_charge:R:1 method="wB97M-V/def2-TZVPD" homo_ev="-10.3 / -10.3" energy_ha=-4894.70141 charge=+1 s2=0.76 max_force_ev_per_a=1.8 spin_multiplicity=2 gap_ha="0.2255 / 0.1985"
Au -1.97893 -1.71665 -0.12176 1.075
O -7.08716 -3.87493 2.65200 0.122
C -5.99639 -3.36223 2.08048 -0.292
C -5.36096 -2.20464 2.52626 0.033
C -4.24937 -1.76375 1.85661 -0.098
N -3.73516 -2.41216 0.79237 -0.134
C -4.35890 -3.52525 0.37742 -0.720
Br -3.61938 -4.41429 -1.10460 0.836
C -5.47978 -4.03686 0.97757 -0.025
H -7.38282 -3.33452 3.39495 0.132
H -5.73607 -1.64340 3.37249 0.130
H -3.74964 -0.84603 2.13169 0.098
H -5.95576 -4.93487 0.61049 0.128
O -2.20893 1.64336 -3.24450 0.070
C -3.07282 2.43409 -2.56348 -0.251
C -3.41396 3.64711 -3.15895 -0.008
C -4.28965 4.51119 -2.53433 -0.068
C -4.84472 4.19368 -1.29460 -0.083
C -4.49549 3.00471 -0.69394 -0.024
C -3.61301 2.11213 -1.31077 -0.074
C -3.26494 0.87079 -0.57009 -0.529
O -3.49063 0.72428 0.62523 -0.001
O -2.66720 -0.04514 -1.30287 -0.138
H -2.13365 0.79431 -2.77653 0.064
H -2.97907 3.88178 -4.12203 0.121
H -4.54891 5.44522 -3.01923 0.109
H -5.53542 4.87204 -0.81114 0.103
H -4.89279 2.73121 0.27525 0.116
C 7.64288 -1.40498 3.11454 -0.037
C 6.26673 -1.38130 2.50253 -0.245
C 5.13958 -1.14966 3.28243 0.000
C 3.85735 -1.11338 2.74340 -0.293
C 2.67475 -0.83190 3.64606 -0.070
C 3.74801 -1.30852 1.36566 -0.313
Te 1.69285 -1.13475 0.64248 1.936
N -0.14023 -1.24370 -0.73355 -0.241
C 0.50759 -1.48390 -1.82281 -0.610
O 1.78584 -1.49857 -1.75106 -0.152
C -0.10903 -1.59012 -3.18534 -0.146
C -1.42040 -1.99040 -3.41758 -0.063
C -1.91806 -2.03859 -4.71080 -0.058
C -1.11413 -1.67870 -5.78247 -0.061
C 0.19695 -1.28205 -5.55986 -0.055
C 0.70073 -1.24335 -4.26936 -0.012
C 1.37592 0.90632 0.97681 -0.330
C 0.27376 1.29133 1.74623 -0.292
C -0.66310 0.33679 2.44365 -0.079
C 0.02178 2.65354 1.87877 0.004
C 0.81487 3.61165 1.26867 -0.237
C 0.51370 5.07742 1.41154 -0.033
C 1.90251 3.19110 0.50469 0.002
C 2.20566 1.85209 0.33365 -0.265
C 3.39093 1.46455 -0.51523 -0.043
C 4.84434 -1.58140 0.53773 -0.298
C 4.76961 -1.85769 -0.93908 -0.046
C 6.09856 -1.60111 1.14217 -0.004
H 7.60050 -1.27994 4.19543 0.078
H 8.26069 -0.60350 2.70465 0.089
H 8.14742 -2.34830 2.89943 0.088
H 5.25330 -0.99570 4.35095 0.124
H 2.94814 -0.99895 4.68688 0.088
H 1.82391 -1.47849 3.42323 0.048
H 2.34204 0.20451 3.54814 0.084
H -2.06864 -2.28884 -2.60553 0.031
H -2.93907 -2.35527 -4.87856 0.112
H -1.50898 -1.70893 -6.79077 0.111
H 0.82997 -1.00360 -6.39260 0.111
H 1.72159 -0.93738 -4.08754 0.117
H -0.40462 -0.70994 2.28274 0.008
H -1.68579 0.49337 2.09641 0.053
H -0.64108 0.50749 3.52191 0.097
H -0.83311 2.96621 2.46962 0.131
H -0.38121 5.24344 2.00794 0.079
H 0.36163 5.53555 0.43329 0.090
H 1.34492 5.59770 1.89022 0.090
H 2.52573 3.93394 0.01726 0.128
H 3.82363 2.34534 -0.98704 0.089
H 3.10980 0.76887 -1.30993 0.071
H 4.16911 0.99569 0.08786 0.078
H 3.75897 -1.93743 -1.31736 0.028
H 5.28010 -2.79454 -1.16580 0.095
H 5.27340 -1.06948 -1.50298 0.097
H 6.96924 -1.80376 0.52426 0.133

---

Record 4
12
Properties=species:S:1:pos:R:3:lowdin_charge:R:1 method="wB97M-V/def2-TZVPD" homo_ev=-8.9 energy_ha=-1420.65634 max_force_ev_per_a=4.7 gap_ha=0.3140
S -2.79813 0.38769 1.63027 0.639
C -1.46459 0.55689 0.77506 -1.268
S -0.87759 2.07117 -0.10321 0.711
N -0.70850 -0.46735 0.50534 -0.068
N 0.41485 -0.21382 -0.30944 -0.188
C 1.84840 -0.39900 -0.11480 -0.028
C 1.02629 -0.85821 -1.32435 -0.820
S 0.89695 -1.89632 -2.51178 0.710
H -1.65826 3.10397 0.48791 -0.082
H -1.22000 -1.42948 0.45503 0.197
H 2.01840 -1.26822 0.52449 0.109
H 2.52220 0.41268 -0.01452 0.089